# C49H63BrClN13O2

A 11-piece molecular cluster, C49H63BrClN13O2 overall at a distorted geometry (ωB97M-V/def2-TZVPD, the OMol25 dataset).

The geometry in XYZ format:
```
129
Properties=species:S:1:pos:R:3:lowdin_charge:R:1
C 6.1718 0.8985 2.4430 -0.1747
C 5.4925 0.7202 0.9614 -0.2415
C 4.3005 -0.4150 0.8838 -0.5853
Cl 4.0986 -1.4344 2.4179 0.5903
C 2.9351 0.3148 0.3455 -0.0561
C 1.8954 1.2163 1.2688 -0.0166
C 2.1392 1.4195 2.8768 -0.1698
C 1.3999 0.3188 3.8400 -0.1982
C 0.0346 -0.3449 3.2226 -0.1734
C 0.2677 -1.6417 2.2475 -0.1775
N 0.4950 -2.9537 2.9755 -0.1723
C 1.4037 -3.8983 2.2062 -0.0820
C 1.5960 -5.3220 2.9971 -0.0596
C 0.6518 -4.9926 4.3152 -0.1125
C -0.0432 -3.5028 4.2781 -0.0486
C 0.5548 1.9577 0.5973 0.0078
C -0.4902 2.9049 1.4481 -0.2139
N -0.7416 4.2691 0.8451 -0.1695
C 0.4937 5.1420 0.8221 -0.1484
C 0.2135 1.7558 -1.0276 -0.0038
C -1.0961 2.3938 -1.7854 -0.1420
C -2.5166 1.8769 -1.0818 -0.1502
C -2.9526 0.2967 -0.9396 -0.0425
C -4.3678 -0.0410 -0.1798 -0.0697
C -5.3523 1.1455 0.4152 -0.0322
C -4.8993 2.7231 0.2702 -0.1672
C -5.8697 3.9210 0.9152 -0.1264
C -3.4866 3.0955 -0.4736 -0.0121
C 1.2419 0.8516 -1.9291 0.0338
C 2.5639 0.1655 -1.2442 0.0368
C 3.3107 -0.5840 -2.4963 -0.3243
O 4.4164 -1.3282 -2.5787 -0.0757
N 2.5248 -0.3465 -3.8024 -0.3927
Br 2.0976 -2.0910 -4.3896 0.8040
C 1.2556 0.4282 -3.5127 -0.3239
O 0.4078 0.6559 -4.5190 -0.0414
H 6.6869 1.9752 2.4429 0.0873
H 5.4184 0.9061 3.3392 0.0478
H 7.0705 0.1392 2.6432 0.0945
H 5.0879 1.7293 0.4861 0.1248
H 6.3720 0.3725 0.2333 0.1254
H 4.6331 -1.1715 0.0223 0.1106
H 1.8417 2.5250 3.1947 0.1159
H 3.2969 1.3335 3.0720 0.0850
H 1.0657 0.9100 4.8219 0.1199
H 2.0838 -0.5556 4.2157 0.0882
H -0.6708 0.3966 2.6555 0.0970
H -0.5939 -0.7399 4.1572 0.1098
H 1.1014 -1.4885 1.4265 0.1068
H -0.7481 -1.7830 1.6363 0.1352
H 1.9552 -3.7899 1.1781 0.0662
H 2.2213 -6.2697 2.7100 0.0788
H 0.4645 -5.7657 5.1905 0.0664
H -0.7682 -2.9522 5.0154 0.0961
H -0.1752 3.0753 2.5736 0.1175
H -1.5155 2.3136 1.4885 0.1208
H -1.5372 4.7241 1.3739 0.1189
H 0.7408 5.6147 1.8836 0.0895
H 0.2411 6.0617 0.1170 0.0941
H 1.4270 4.6022 0.3673 0.0934
H -1.1284 2.0031 -2.8935 0.1072
H -1.0349 3.5820 -1.8508 0.1294
H -2.2334 -0.5376 -1.3462 0.0929
H -4.7054 -1.1569 -0.0306 0.0790
H -6.3636 0.9130 0.9761 0.0880
H -5.8382 4.9007 0.2636 0.0838
H -5.3838 4.1962 1.9525 0.0645
H -6.9739 3.5494 1.1012 0.0529
H -3.1264 4.2242 -0.5611 0.1007
C 4.4454 -5.9333 -0.4812 -0.0705
C 3.0185 -5.5710 -0.5097 -0.2524
N 1.8911 -5.2848 -0.5322 0.1284
H 4.6011 -6.9849 -0.7442 0.0091
H 5.0293 -5.3335 -1.1873 0.0845
H 4.8819 -5.7801 0.5114 0.0810
C 5.2460 -0.2560 -5.8018 -0.0840
C 6.3006 -0.6634 -6.7452 -0.2626
N 7.1339 -0.9852 -7.4905 0.1146
H 5.4062 0.7618 -5.4307 0.0481
H 4.2554 -0.2779 -6.2683 0.0772
H 5.2071 -0.9162 -4.9289 0.0546
C -5.0981 1.7522 -3.8450 -0.0734
C -5.3190 3.1847 -3.5856 -0.2757
N -5.4935 4.3165 -3.3807 0.1167
H -4.1570 1.4023 -3.4077 0.0530
H -5.8994 1.1364 -3.4232 0.0826
H -5.0558 1.5372 -4.9180 0.0790
C 4.1179 -10.5900 -2.0642 -0.0605
C 4.7889 -9.6321 -1.1696 -0.2146
N 5.3191 -8.8753 -0.4627 0.1419
H 4.8347 -11.2606 -2.5497 0.0848
H 3.4036 -11.2183 -1.5216 0.0860
H 3.5622 -10.0806 -2.8585 0.0864
C -9.7631 2.9613 3.3188 -0.0703
C -8.4690 3.6560 3.4219 -0.2529
N -7.4464 4.2049 3.5033 0.1321
H -10.3638 3.0883 4.2256 0.0808
H -10.3590 3.3383 2.4808 0.0541
H -9.6333 1.8849 3.1649 0.0850
C -11.1730 5.6535 -0.2189 -0.0794
C -10.5800 4.3083 -0.3023 -0.2643
N -10.1115 3.2454 -0.3682 0.1236
H -11.5081 6.0094 -1.1989 0.0163
H -12.0426 5.6718 0.4465 0.0801
H -10.4570 6.3881 0.1645 0.0849
C 8.5837 -8.6099 0.7362 -0.0935
C 9.8779 -7.9152 0.8392 -0.2745
N 10.9004 -7.3663 0.9207 0.1110
H 7.9830 -8.4829 1.6430 0.0809
H 7.9878 -8.2329 -0.1018 0.0559
H 8.7135 -9.6863 0.5823 0.0780
C 3.9900 -5.1670 6.0295 -0.0800
C 4.7008 -5.7154 4.8624 -0.2763
N 5.2624 -6.1487 3.9402 0.1143
H 3.1353 -5.7905 6.3123 0.0733
H 4.6437 -5.0978 6.9055 0.0777
H 3.6053 -4.1608 5.8327 0.0770
C -12.6885 9.0702 -3.1225 -0.0697
C -12.0955 7.7250 -3.2058 -0.2426
N -11.6270 6.6622 -3.2717 0.1355
H -13.0236 9.4261 -4.1024 0.0842
H -13.5581 9.0885 -2.4571 0.0822
H -11.9725 9.8048 -2.7391 0.0833
C 6.0758 3.4345 -5.7035 -0.0833
C 5.8496 4.3093 -4.5409 -0.2672
N 5.6709 5.0005 -3.6223 0.1175
H 5.1862 2.8428 -5.9437 0.0682
H 6.3329 4.0101 -6.5990 0.0857
H 6.8948 2.7295 -5.5260 0.0815
```

Molar mass (Da): 981.5
Energy relative to the best compared isomer or geometry (same formula, charge and spin) (kcal/mol): 556.79
2S+1: 1
E_tot (eV): -157835.251

# C49H63CuFGeN2OSb

C49H63CuFGeN2OSb as an isolated structure at a distorted geometry (ωB97M-V/def2-TZVPD, the OMol25 dataset).

The geometry in XYZ format:
```
119
Properties=species:S:1:pos:R:3:lowdin_charge:R:1
Cu -0.1537 -0.7989 -0.7122 0.3475
C -0.6651 -2.2449 -5.2834 -0.0528
C -0.8404 -2.3447 -3.7617 -0.3603
C -2.1365 -3.0954 -3.4364 -0.0621
C 0.3744 -2.9739 -3.1087 -0.1393
C 0.5585 -4.3446 -3.1846 -0.0449
C 1.6367 -4.9573 -2.5761 -0.0936
C 2.5492 -4.1919 -1.8772 -0.0576
C 2.4059 -2.8169 -1.7707 -0.1437
C 3.4666 -2.0631 -0.9973 -0.3586
C 4.2247 -1.0834 -1.8954 -0.0560
C 2.9226 -1.3500 0.2391 -0.0615
C 1.3051 -2.1981 -2.3859 -0.2109
N 1.0702 -0.8184 -2.1935 -0.0418
C 1.2647 0.0435 -3.2090 -0.2701
C 1.9358 -0.2856 -4.4074 -0.0573
C 2.0923 0.6297 -5.4257 -0.1189
C 1.6087 1.9257 -5.3135 -0.1293
C 0.9646 2.2950 -4.1423 -0.0445
C 0.8213 1.3775 -3.1338 -0.1993
F 0.1691 1.7879 -1.9887 -0.0869
H -1.5879 -1.8854 -5.7376 0.0745
H -0.4307 -3.2189 -5.7098 0.0762
H 0.1319 -1.5505 -5.5416 0.0541
H -0.9530 -1.3292 -3.3685 0.1186
H -2.1758 -4.0653 -3.9277 0.0692
H -2.9924 -2.5124 -3.7744 0.0797
H -2.2369 -3.2463 -2.3669 0.0515
H -0.1653 -4.9543 -3.7051 0.1047
H 1.7696 -6.0277 -2.6518 0.0926
H 3.3913 -4.6737 -1.3962 0.1037
H 4.1863 -2.8140 -0.6506 0.1228
H 3.5893 -0.2474 -2.1667 0.0643
H 4.5525 -1.5761 -2.8086 0.0789
H 5.1059 -0.6989 -1.3841 0.0727
H 2.2442 -0.5502 -0.0475 0.0394
H 3.7441 -0.9138 0.8041 0.0778
H 2.3855 -2.0470 0.8793 0.0680
H 2.3158 -1.2919 -4.5028 0.1148
H 2.5883 0.3303 -6.3396 0.0954
H 1.7210 2.6345 -6.1207 0.0849
H 0.5530 3.2863 -4.0166 0.1064
O -3.1233 -3.2334 -0.1573 -0.0353
N -2.3120 -2.3698 0.0676 -0.2693
C -1.0690 5.8841 0.7965 -0.1161
C -0.7212 4.7193 -0.1170 -0.6848
C -1.8017 4.5700 -1.1790 -0.1407
C 0.6106 5.0074 -0.7958 -0.1386
Sb -0.5390 2.6293 0.8165 1.6446
C 1.1162 2.8899 2.3653 -0.7079
C 1.0728 4.1737 3.1751 -0.1230
C 2.3947 2.8292 1.5386 -0.1434
C 1.1093 1.6882 3.2986 -0.1410
C -2.5035 2.4073 1.9503 -0.7009
C -2.2905 1.4535 3.1111 -0.1532
C -3.3998 1.7357 0.9176 -0.1509
C -3.1612 3.6768 2.4630 -0.1256
H -1.0848 6.8099 0.2135 0.0817
H -0.3335 6.0070 1.5866 0.0538
H -2.0495 5.7630 1.2452 0.0485
H -1.8535 5.4664 -1.8015 0.0809
H -2.7790 4.4257 -0.7224 0.0579
H -1.5933 3.7169 -1.8204 0.0606
H 0.5112 5.8465 -1.4879 0.0812
H 0.9609 4.1454 -1.3567 0.0556
H 1.3687 5.2782 -0.0638 0.0600
H 1.2848 5.0344 2.5444 0.0564
H 1.8317 4.1497 3.9631 0.0796
H 0.1004 4.3095 3.6468 0.0686
H 2.4483 3.6415 0.8181 0.0517
H 2.4434 1.8875 0.9937 0.0618
H 3.2724 2.8935 2.1860 0.0833
H 0.3204 1.7649 4.0404 0.0493
H 2.0630 1.6265 3.8289 0.0838
H 0.9732 0.7597 2.7438 0.0598
H -1.7223 0.5775 2.7933 0.0100
H -3.2523 1.1072 3.4957 0.0823
H -1.7664 1.9414 3.9292 0.0644
H -2.9525 0.8009 0.5797 0.0391
H -3.5483 2.3755 0.0482 0.0600
H -4.3801 1.5107 1.3427 0.0835
H -2.4886 4.2393 3.1091 0.0683
H -4.0494 3.4180 3.0472 0.0812
H -3.4853 4.3090 1.6386 0.0573
C -1.5481 -1.5279 0.3513 -0.1548
Ge -1.0759 -2.1197 3.0693 1.1139
C -1.0584 -2.2655 5.1307 -0.3038
C -1.3082 -3.5266 5.6604 -0.1172
C -1.3623 -3.7345 7.0264 -0.0938
C -1.1456 -2.6781 7.8949 -0.1132
C -0.8657 -1.4230 7.3860 -0.1070
C -0.8264 -1.2227 6.0147 -0.1249
C 0.4302 -3.4256 2.7910 -0.3165
C 0.5144 -4.3391 1.7502 -0.1133
C 1.5938 -5.2013 1.6536 -0.0944
C 2.6194 -5.1336 2.5813 -0.1024
C 2.5696 -4.1986 3.6029 -0.0957
C 1.4859 -3.3479 3.6926 -0.1356
C -2.8537 -3.0254 2.8187 -0.3320
C -3.0472 -4.3977 2.8134 -0.1231
C -4.3173 -4.9311 2.6683 -0.0932
C -5.4078 -4.0971 2.5066 -0.1032
C -5.2256 -2.7261 2.4817 -0.0905
C -3.9573 -2.2033 2.6429 -0.1352
H -1.4688 -4.3680 4.9989 0.0884
H -1.5857 -4.7193 7.4204 0.0979
H -1.1917 -2.8346 8.9649 0.0928
H -0.6879 -0.5977 8.0636 0.0942
H -0.6075 -0.2348 5.6303 0.0815
H -0.2691 -4.3737 1.0083 0.0999
H 1.6344 -5.9288 0.8526 0.0982
H 3.4685 -5.7970 2.4946 0.0939
H 3.3804 -4.1227 4.3186 0.0977
H 1.4475 -2.6126 4.4855 0.0909
H -2.1977 -5.0637 2.9052 0.0933
H -4.4553 -6.0039 2.6727 0.0963
H -6.3997 -4.5119 2.3970 0.0933
H -6.0727 -2.0683 2.3351 0.0982
H -3.8080 -1.1341 2.5911 0.0766
```

<S²>: 0.7546
Molar mass (Da): 973.0
Energy relative to the best compared isomer or geometry (same formula, charge and spin) (kcal/mol): 13.94
Total charge: -1
2S+1: 2
E_tot (eV): -167272.170

# C49H65Br2F4IN5O13P2

A 5-piece molecular cluster, C49H65Br2F4IN5O13P2 overall at a distorted geometry (ωB97M-V/def2-TZVPD, the OMol25 dataset).

The geometry in XYZ format:
```
141
Properties=species:S:1:pos:R:3:lowdin_charge:R:1
C 4.4655 -4.6418 4.1248 -0.1265
C 4.5072 -3.2196 4.9629 -0.2280
C 2.9944 -2.9711 5.5694 -0.1548
C 2.0479 -2.0230 4.5809 -0.1998
O 2.4868 -2.2202 3.2087 -0.2142
C 1.5038 -1.8427 2.1842 -0.3974
P -0.1154 -2.9274 2.2279 1.0369
C 0.1410 -4.5009 3.3246 -0.2346
O -1.4318 -2.1069 3.0114 -0.3533
N 1.0544 -0.3747 2.3274 0.0022
F 2.0959 0.4565 2.6947 0.0575
C 0.2659 0.1193 1.1379 -0.1160
C 0.2143 1.7885 1.1476 -0.1037
C -0.3189 2.4256 2.5667 -0.1464
C -1.9338 2.4160 2.7888 -0.2072
O -2.7495 2.7328 1.6091 -0.1102
C -4.1730 2.5400 2.0009 -0.2615
C -4.7334 0.9989 1.9570 -0.0105
O -4.9988 3.5565 2.3338 -0.0056
C 0.6161 -0.5517 -0.3009 -0.3323
C 0.9192 0.6370 -1.4418 -0.0273
C -0.6715 -1.4621 -0.8651 -0.1200
C -1.4976 -0.8131 -2.1046 -0.1529
C -2.7775 -1.7709 -2.5820 -0.6696
F -3.4948 -0.9427 -3.6234 -0.1343
Br -4.1200 -2.1217 -1.1467 0.7439
C -2.3215 -3.1464 -3.3477 -0.6039
F -1.7573 -4.1950 -2.4625 -0.0742
F -1.4075 -2.7695 -4.4851 -0.0892
Br -3.9316 -4.0199 -4.2466 0.7308
O 1.7572 -1.4217 -0.4111 -0.1883
C 2.3350 -2.0366 0.7367 -0.4473
C 2.5514 -3.6705 0.6107 -0.2089
C 1.6832 -4.4178 -0.5554 -0.6965
C 2.0327 -6.0475 -0.3665 -0.1981
I 2.4111 -4.0027 -2.6215 0.8083
P 4.1167 -1.2404 0.8693 1.0020
C 4.1155 0.5799 0.2567 -0.3060
C 5.3723 -2.0315 -0.3364 -0.3972
C 6.3846 -2.9519 0.6277 -0.1970
H 3.5574 -5.2732 4.5125 0.0654
H 4.2039 -4.3535 2.9980 0.0591
H 5.4667 -5.2565 4.2133 0.0896
H 5.3282 -3.3056 5.8200 0.1186
H 4.8686 -2.3060 4.2874 0.1133
H 3.1481 -2.3767 6.5897 0.1233
H 2.4033 -3.9541 5.8113 0.1100
H 2.3332 -0.9031 4.8796 0.1429
H 0.9061 -2.1291 4.7928 0.0728
H -0.2333 -4.1800 4.4109 0.0645
H 1.2611 -4.8142 3.4471 0.0501
H -0.5767 -5.3986 3.0160 0.0889
H -1.5500 -2.3778 3.9688 0.0592
H 0.3941 -0.2902 3.1598 0.1823
H -0.8701 -0.1741 1.3689 0.1708
H 1.2806 2.2187 0.9109 0.1176
H -0.5399 2.2164 0.3266 0.1428
H 0.1640 1.9147 3.5226 0.1141
H 0.0519 3.5528 2.5967 0.1437
H -2.1688 3.2702 3.5898 0.1551
H -2.2380 1.4056 3.3335 0.1242
H -3.9912 0.3305 2.5724 0.0757
H -5.8381 0.8814 2.3788 0.1195
H -4.6618 0.6429 0.8294 0.0878
H 1.1126 0.0902 -2.4839 0.1219
H 0.0481 1.3916 -1.5892 0.0876
H 1.8839 1.2540 -1.2190 0.0770
H -0.2489 -2.5039 -1.2682 0.1037
H -1.4398 -1.7366 -0.0279 0.0648
H -2.0030 0.2043 -1.7517 0.1419
H -0.8686 -0.6733 -3.1102 0.1306
H 3.6783 -3.9951 0.4033 0.1087
H 2.3143 -4.2614 1.6215 0.0933
H 0.5232 -4.3561 -0.4495 0.0702
H 1.9399 -6.4027 0.7446 0.0831
H 3.1372 -6.1528 -0.8077 0.0673
H 1.3455 -6.6413 -1.1230 0.0874
H 3.1774 1.2090 0.5370 0.0097
H 4.1021 0.5071 -0.9353 0.0614
H 5.1483 1.1220 0.5025 0.0805
H 4.8861 -2.7905 -1.0890 0.0323
H 6.0928 -1.2475 -0.8664 0.1050
H 6.2243 -2.5661 1.7464 0.0449
H 7.5200 -2.7712 0.3993 0.0784
H 6.0849 -4.0876 0.6356 0.0714
C -8.1170 6.2357 3.5539 -0.0697
C -6.7368 6.0295 3.5277 -0.0651
C -5.8685 7.0564 3.9033 0.0019
C -6.3959 8.2900 4.3096 -0.1440
C -7.7808 8.5022 4.3294 -0.0004
C -8.6390 7.4686 3.9489 -0.0667
N -5.4892 9.3651 4.7298 -0.3269
O -4.2699 9.1448 4.6801 0.0534
O -5.9946 10.4295 5.1141 0.0656
H -8.7902 5.4302 3.2656 0.1076
H -6.3375 5.0664 3.2172 0.0705
H -4.7954 6.8799 3.8774 0.1157
H -8.2034 9.4561 4.6378 0.1200
H -9.7158 7.6225 3.9639 0.1091
C -1.6838 1.0364 -5.7512 -0.0710
C -1.0558 -0.1577 -6.1087 -0.0709
C 0.1627 -0.1309 -6.7898 0.0085
C 0.7484 1.1029 -7.1052 -0.1401
C 0.1163 2.3032 -6.7542 0.0038
C -1.1034 2.2638 -6.0758 -0.0619
N 2.0417 1.1375 -7.7985 -0.3154
O 2.5598 0.0545 -8.1088 0.0292
O 2.5432 2.2470 -8.0301 0.0765
H -2.6310 1.0105 -5.2152 0.1018
H -1.5151 -1.1103 -5.8535 0.0875
H 0.6394 -1.0703 -7.0614 0.1226
H 0.5572 3.2678 -6.9972 0.1216
H -1.6004 3.1901 -5.7963 0.1103
C 1.5861 -0.1840 -10.9231 -0.0706
C 2.6413 0.4169 -11.6112 -0.0548
C 2.5750 0.5717 -12.9972 0.0033
C 1.4399 0.1232 -13.6867 -0.1431
C 0.3825 -0.4874 -12.9993 -0.0025
C 0.4615 -0.6393 -11.6136 -0.0638
N 1.3531 0.3061 -15.1405 -0.3263
O 2.3173 0.8334 -15.7148 0.0621
O 0.3195 -0.0733 -15.7095 0.0611
H 1.6399 -0.2974 -9.8417 0.0689
H 3.5150 0.7678 -11.0663 0.1109
H 3.4056 1.0421 -13.5189 0.1195
H -0.5021 -0.8445 -13.5225 0.1182
H -0.3555 -1.1092 -11.0705 0.1056
C -0.4925 2.4226 9.2576 -0.0518
C -0.7271 2.3676 7.8828 -0.0576
C -0.5940 1.1582 7.1980 -0.0070
C -0.2282 0.0038 7.9039 -0.1391
C 0.0155 0.0578 9.2828 0.0116
C -0.1181 1.2736 9.9562 -0.0477
N -0.1113 -1.2758 7.1943 -0.2917
O -0.3164 -1.2787 5.9713 -0.0238
O 0.1814 -2.2801 7.8589 0.0926
H -0.6031 3.3668 9.7881 0.1174
H -1.0171 3.2677 7.3449 0.1122
H -0.7804 1.1318 6.1266 0.0996
H 0.3048 -0.8294 9.8421 0.1246
H 0.0658 1.3252 11.0271 0.1174
```

Molar mass (Da): 1356.7
Total charge: +1
2S+1: 1
E_tot (eV): -263534.745